The following is a quantum chemistry calculation of 12 unconnected molecules or ions with the total composition C46H102N2O20S8 at a distorted geometry, from the Open Molecules 2025 dataset.

Calculated values
Total energy: -6613.477788 Eh
SMILES: O=S1(=O)CCCC1.O=S1(=O)CCCC1.O=S1(=O)CCCC1.O=S1(=O)CCCC1.O=S1(=O)CCCC1.O=S1(=O)CCCC1.O=S1(=O)CCCC1.O=S1(=O)CCCC1.COC[C@H](C)N.COC[C@H](C)N.CC(C)O.CC(C)O
Molar mass: 1259.9 g mol⁻¹
E_LUMO: -0.1 eV
Total charge: 0
Strongest force on any atom: 3.13 eV Å⁻¹

Last column: Löwdin charge in e.
Geometry (Å):
O (-2.5423, -1.5401, 6.1806)  -0.349
S (-2.5551, -2.7494, 5.3325)  0.714
O (-1.5462, -3.7402, 5.5951)  -0.342
C (-4.2069, -3.6739, 5.1597)  -0.184
C (-4.7162, -3.4615, 3.7368)  -0.201
C (-3.5135, -3.0452, 2.8008)  -0.213
C (-2.4984, -2.1914, 3.5820)  -0.204
H (-4.8489, -3.4409, 6.0089)  0.101
H (-3.8889, -4.7118, 5.2581)  0.092
H (-5.1471, -4.4111, 3.4198)  0.111
H (-5.4787, -2.6864, 3.6590)  0.107
H (-3.9279, -2.5562, 1.9195)  0.088
H (-3.0480, -4.0046, 2.5744)  0.103
H (-2.9317, -1.1910, 3.5877)  0.085
H (-1.5135, -2.1222, 3.1205)  0.079
O (-2.3614, 0.4997, -0.5692)  -0.339
S (-3.7903, 0.3388, -0.3519)  0.760
O (-4.4594, -0.8317, -0.9863)  -0.350
C (-4.2277, 0.4458, 1.4590)  -0.175
C (-5.2789, 1.5878, 1.5223)  -0.211
C (-4.8674, 2.6065, 0.4889)  -0.223
C (-4.7212, 1.8731, -0.8583)  -0.160
H (-3.3393, 0.8289, 1.9614)  0.099
H (-4.5789, -0.5384, 1.7679)  0.077
H (-6.2276, 1.0776, 1.3560)  0.121
H (-5.2155, 2.1228, 2.4698)  0.122
H (-3.9613, 3.1210, 0.8084)  0.085
H (-5.6609, 3.3515, 0.5483)  0.126
H (-4.0817, 2.3128, -1.6232)  0.068
H (-5.6776, 1.4360, -1.1448)  0.110
O (0.4453, -3.3041, 2.1573)  -0.341
S (1.3954, -4.3237, 2.4924)  0.677
O (2.6148, -4.0016, 3.2479)  -0.329
C (0.5701, -5.7465, 3.4037)  -0.186
C (0.5308, -6.9707, 2.4508)  -0.192
C (1.7814, -6.7509, 1.5740)  -0.198
C (1.8050, -5.2790, 1.0729)  -0.215
H (-0.3974, -5.3906, 3.7581)  0.074
H (1.1721, -5.8856, 4.3016)  0.101
H (0.5292, -7.8963, 3.0260)  0.116
H (-0.3491, -6.9070, 1.8105)  0.103
H (1.9228, -7.5271, 0.8221)  0.117
H (2.6048, -6.8996, 2.2731)  0.114
H (1.0589, -5.1589, 0.2874)  0.083
H (2.7412, -4.7960, 0.7927)  0.082
O (-3.1679, 3.8942, -4.7763)  -0.326
S (-2.9689, 4.6470, -3.5497)  0.710
O (-4.0599, 4.7793, -2.5915)  -0.343
C (-1.4346, 4.0511, -2.6428)  -0.159
C (-0.5804, 5.3653, -2.5807)  -0.228
C (-0.7276, 6.1965, -3.8570)  -0.211
C (-2.2404, 6.2858, -3.9199)  -0.234
H (-0.8014, 3.4250, -3.2711)  0.095
H (-1.7565, 3.5994, -1.7048)  0.084
H (-0.8103, 6.0404, -1.7564)  0.115
H (0.4721, 5.0867, -2.5252)  0.105
H (-0.3450, 5.6460, -4.7167)  0.119
H (-0.2024, 7.1502, -3.8106)  0.123
H (-2.6704, 6.7069, -4.8286)  0.108
H (-2.5590, 6.9323, -3.1019)  0.102
O (0.3939, -4.1849, -1.8390)  -0.354
S (-0.9055, -3.6462, -2.2203)  0.738
O (-1.0705, -2.4926, -3.1286)  -0.351
C (-2.0400, -5.0531, -2.7224)  -0.193
C (-2.8608, -5.4411, -1.4907)  -0.207
C (-3.1972, -4.1171, -0.7477)  -0.186
C (-1.8449, -3.3167, -0.6104)  -0.182
H (-1.4018, -5.8088, -3.1800)  0.100
H (-2.7154, -4.6346, -3.4686)  0.102
H (-3.7596, -6.0184, -1.7075)  0.113
H (-2.3058, -6.0804, -0.8039)  0.106
H (-3.5471, -4.2290, 0.2784)  0.084
H (-3.8848, -3.4717, -1.2943)  0.103
H (-1.1721, -3.6709, 0.1706)  0.068
H (-1.9399, -2.2351, -0.5143)  0.064
O (1.8329, 2.5435, 4.8714)  -0.341
S (2.7813, 1.4639, 5.0973)  0.721
O (4.2160, 1.7366, 5.2052)  -0.346
C (2.2292, 0.4658, 6.5591)  -0.176
C (1.6520, -0.8931, 6.0431)  -0.188
C (1.3859, -0.8319, 4.5478)  -0.212
C (2.4415, 0.0821, 3.9245)  -0.219
H (1.4123, 1.0291, 7.0102)  0.096
H (3.1056, 0.4748, 7.2067)  0.093
H (2.3579, -1.7048, 6.2212)  0.113
H (0.8132, -1.2749, 6.6252)  0.111
H (0.4067, -0.3798, 4.3876)  0.109
H (1.3861, -1.7800, 4.0103)  0.083
H (2.2726, 0.5633, 2.9610)  0.072
H (3.3623, -0.4527, 3.6901)  0.100
O (4.9261, -3.3854, -2.5946)  -0.331
S (5.1216, -3.2081, -1.1681)  0.745
O (5.2069, -4.3879, -0.2991)  -0.345
C (6.4715, -1.9445, -0.7655)  -0.186
C (5.7392, -0.6433, -0.6690)  -0.226
C (4.5592, -1.0226, 0.2486)  -0.216
C (3.7712, -2.1087, -0.5372)  -0.184
H (7.1875, -2.0008, -1.5853)  0.105
H (6.8953, -2.1588, 0.2154)  0.111
H (6.3014, 0.1136, -0.1219)  0.101
H (5.3984, -0.1724, -1.5910)  0.125
H (3.8754, -0.1968, 0.4451)  0.086
H (4.8386, -1.3712, 1.2430)  0.122
H (3.3140, -1.6926, -1.4349)  0.075
H (3.0537, -2.6390, 0.0885)  0.083
O (-2.5461, 0.5640, -8.0401)  -0.367
S (-3.0859, -0.2207, -6.8885)  0.771
O (-3.8917, -1.4440, -6.9818)  -0.356
C (-1.8518, -0.3496, -5.4878)  -0.213
C (-2.2429, 0.6195, -4.4082)  -0.208
C (-3.7763, 0.7408, -4.4776)  -0.243
C (-4.0884, 0.9832, -5.8935)  -0.234
H (-0.9132, -0.1262, -5.9952)  0.093
H (-1.7652, -1.3989, -5.2056)  0.078
H (-1.9248, 0.2473, -3.4343)  0.098
H (-1.7853, 1.5827, -4.6341)  0.099
H (-4.1677, 1.4694, -3.7676)  0.095
H (-4.1780, -0.1961, -4.0907)  0.120
H (-3.6548, 1.9574, -6.1202)  0.080
H (-5.1166, 1.0229, -6.2525)  0.112
C (-3.3408, 6.3857, 1.4486)  -0.143
O (-2.2385, 5.8755, 2.1092)  -0.183
C (-2.1071, 4.4334, 2.0884)  -0.172
C (-0.9714, 4.0819, 3.0550)  -0.399
C (0.3852, 4.7761, 2.5795)  -0.035
N (-0.8175, 2.6552, 3.1819)  0.050
H (-3.4801, 6.1686, 0.3890)  0.075
H (-3.3422, 7.4743, 1.5032)  0.088
H (-4.2660, 6.0519, 1.9197)  0.082
H (-2.9810, 3.9703, 2.5472)  0.116
H (-1.8133, 4.1586, 1.0751)  0.118
H (-1.1600, 4.4013, 4.0801)  0.136
H (0.2949, 5.8593, 2.6617)  0.065
H (0.6582, 4.4986, 1.5612)  0.061
H (1.2257, 4.5289, 3.2280)  0.055
H (-0.5875, 2.3259, 2.2539)  0.019
H (0.0663, 2.4675, 3.6345)  0.028
C (5.0104, 1.9447, 1.9574)  -0.100
O (4.2522, 2.0752, 0.7662)  -0.229
C (4.9763, 2.6335, -0.3807)  -0.149
C (5.0079, 4.1938, -0.2815)  -0.449
C (3.7042, 4.9149, -0.0077)  -0.059
N (5.5527, 4.8551, -1.4274)  0.026
H (4.7317, 0.9973, 2.4187)  0.063
H (4.7079, 2.7759, 2.5947)  0.089
H (6.0973, 2.0042, 1.8981)  0.100
H (5.9786, 2.2096, -0.4463)  0.103
H (4.5949, 2.3472, -1.3613)  0.118
H (5.6371, 4.3217, 0.5997)  0.131
H (3.9057, 5.6911, 0.7305)  0.086
H (3.0542, 4.1645, 0.4434)  0.059
H (3.1623, 5.2847, -0.8781)  0.071
H (5.6613, 5.8431, -1.2479)  0.077
H (4.8352, 4.7248, -2.1265)  0.068
C (0.5593, -0.4998, 0.9994)  -0.042
C (0.7484, 0.8684, 0.3854)  -0.430
C (0.9848, 0.8288, -1.1586)  -0.010
O (-0.4137, 1.6724, 0.5171)  -0.111
H (0.0269, -0.3429, 1.9379)  0.073
H (1.5451, -0.8499, 1.3059)  0.063
H (-0.0279, -1.2066, 0.4133)  0.072
H (1.5263, 1.3993, 0.9344)  0.121
H (1.4471, 1.7932, -1.3716)  0.067
H (0.0586, 0.7657, -1.7297)  0.068
H (1.7494, 0.1973, -1.6115)  0.057
H (-1.0839, 1.2872, -0.0546)  -0.007
C (2.3275, -3.5663, -5.7406)  -0.054
C (2.9309, -2.1833, -5.4274)  -0.482
C (2.1881, -1.6106, -4.2070)  -0.056
O (4.3150, -2.2853, -5.2328)  -0.051
H (2.6383, -4.3681, -5.0709)  0.082
H (2.6006, -3.8691, -6.7516)  0.071
H (1.2432, -3.4538, -5.7555)  0.070
H (2.7910, -1.5654, -6.3144)  0.134
H (1.9722, -2.3933, -3.4796)  0.061
H (1.2296, -1.1799, -4.4967)  0.066
H (2.8735, -0.8674, -3.7990)  0.071
H (4.5394, -2.6145, -4.3588)  0.030